Record 1
{"formula": "C8H8O2", "method": "wB97M-V/def2-TZVPD", "species": ["C", "C", "C", "C", "C", "C", "C", "C", "O", "O", "H", "H", "H", "H", "H", "H", "H", "H"], "xyz": [[2.612, 0.024, 0.050], [1.247, -0.401, -0.458], [0.463, -1.381, -0.091], [-0.757, -1.787, 0.067], [-1.830, -0.639, 0.161], [-1.351, 0.320, 1.171], [-0.862, 1.382, 0.515], [-0.689, 1.024, -0.965], [0.692, 0.579, -1.324], [-1.738, 0.065, -1.101], [3.053, -0.766, 0.472], [2.602, 0.896, 0.872], [3.189, 0.320, -0.704], [-1.003, -2.775, 0.011], [-2.733, -1.142, 0.200], [-1.480, 0.279, 2.205], [-0.432, 2.366, 0.734], [-0.983, 1.637, -1.816]], "nbo_charge": [-0.62, 0.26, -0.03, -0.22, 0.02, -0.18, -0.24, 0.32, -0.53, -0.51, 0.21, 0.21, 0.22, 0.21, 0.21, 0.23, 0.23, 0.20], "molar_mass_g_mol": 136.150, "de_lowest_kj_mol": 388.4, "homo_lumo_gap_ev": [8.77, 8.77], "e_tot_ha": -459.93488}

---

Record 2
{"formula": "C8H8O2", "method": "wB97M-V/def2-TZVPD", "species": ["C", "C", "C", "C", "C", "C", "C", "C", "O", "O", "H", "H", "H", "H", "H", "H", "H", "H"], "xyz": [[2.184, 0.395, -0.395], [0.161, -0.136, 0.169], [0.902, 0.813, -0.529], [1.048, -1.053, 0.642], [0.609, -2.223, 1.387], [-0.733, -2.329, 1.379], [-1.611, -1.351, 0.669], [0.533, 1.989, -1.253], [2.328, -0.751, 0.286], [-2.469, -0.748, 1.472], [3.144, 0.766, -0.570], [1.196, -2.912, 1.895], [-1.064, -3.115, 1.963], [-1.783, -1.561, -0.301], [0.706, 2.857, -0.767], [1.038, 2.034, -2.331], [-0.445, 2.046, -1.397], [-3.134, -0.446, 0.832]], "nbo_charge": [0.09, -0.15, -0.17, 0.14, -0.16, -0.29, 0.25, -0.60, -0.40, -0.63, 0.19, 0.22, 0.21, 0.19, 0.22, 0.20, 0.21, 0.48], "molar_mass_g_mol": 136.150, "de_lowest_kj_mol": 378.4, "homo_lumo_gap_ev": 8.01, "e_tot_ha": -459.93869}

---

Record 3
{"formula": "C8H8O3", "method": "wB97M-V/def2-TZVPD", "species": ["C", "C", "C", "C", "C", "C", "C", "C", "H", "H", "H", "H", "H", "H", "H", "H", "O", "O", "O"], "xyz": [[1.501, 3.000, 1.182], [0.517, 1.908, 1.073], [0.180, -0.010, -0.385], [0.336, -0.431, -1.678], [-0.329, -1.577, -2.094], [-1.050, -2.359, -1.214], [-1.084, -1.977, 0.093], [-0.537, -0.808, 0.544], [1.400, 3.737, 2.082], [2.650, 2.791, 1.278], [1.319, 3.468, 0.259], [0.768, 0.308, -2.432], [-0.260, -2.105, -3.256], [-1.270, -3.027, -1.753], [-1.943, -2.359, 2.106], [-0.888, -0.694, 1.409], [-0.395, 1.806, 1.738], [0.883, 1.180, 0.054], [-1.801, -2.850, 0.995]], "nbo_charge": [-0.72, 0.79, 0.32, -0.31, -0.12, -0.29, 0.35, -0.32, 0.23, 0.24, 0.23, 0.24, 0.22, 0.21, 0.47, 0.22, -0.56, -0.50, -0.68], "molar_mass_g_mol": 152.149, "de_lowest_kj_mol": 511.0, "homo_lumo_gap_ev": 9.58, "e_tot_ha": -535.19699}

---

Record 4
{"formula": "C8H8O4", "method": "wB97M-V/def2-TZVPD", "species": ["C", "C", "C", "C", "C", "C", "C", "C", "H", "H", "H", "H", "H", "H", "H", "H", "O", "O", "O", "O"], "xyz": [[0.264, -0.167, -1.563], [-1.362, -0.091, -1.377], [-1.806, -0.106, -0.055], [-1.041, -0.203, 1.219], [0.428, 0.032, 0.900], [1.565, 0.234, 1.723], [2.410, 0.100, -0.236], [1.009, 0.079, -0.425], [0.100, 1.993, -2.294], [0.414, -1.174, -1.913], [-1.862, -0.753, -1.991], [-2.939, -0.583, -0.243], [-1.349, 0.753, 1.950], [-0.816, -1.718, 2.956], [1.712, 0.480, 2.983], [3.050, 0.328, -1.086], [0.444, 0.866, -2.612], [-1.709, 1.038, -0.751], [-1.235, -1.421, 1.803], [2.724, 0.312, 1.011]], "nbo_charge": [0.06, 0.06, 0.06, 0.09, -0.12, 0.09, 0.11, -0.17, 0.48, 0.20, 0.19, 0.17, 0.16, 0.50, 0.21, 0.21, -0.75, -0.46, -0.72, -0.39], "molar_mass_g_mol": 168.148, "de_lowest_kj_mol": 794.7, "homo_lumo_gap_ev": 8.60, "e_tot_ha": -610.32014}

---

Record 5
{"formula": "C8H8S", "method": "wB97M-V/def2-TZVPD", "species": ["C", "C", "C", "C", "C", "C", "C", "C", "S", "H", "H", "H", "H", "H", "H", "H", "H"], "xyz": [[-1.054, -2.244, -0.222], [-2.236, -2.201, 0.429], [-0.367, -1.046, -0.133], [-1.057, -0.075, 0.574], [0.821, -0.442, -0.578], [0.862, 0.854, -0.214], [-0.353, 1.230, 0.644], [2.048, 1.724, -0.505], [-2.448, -0.641, 1.280], [-0.848, -3.140, -0.693], [-3.127, -2.780, 0.638], [1.627, -0.776, -1.141], [-0.921, 2.191, 0.223], [0.025, 1.474, 1.544], [1.872, 2.753, -1.055], [2.743, 1.120, -1.234], [2.414, 1.998, 0.441]], "nbo_charge": [-0.27, -0.31, -0.04, -0.22, -0.24, 0.12, -0.46, -0.65, 0.35, 0.23, 0.23, 0.21, 0.19, 0.19, 0.22, 0.22, 0.22], "molar_mass_g_mol": 136.219, "de_lowest_kj_mol": 17.8, "homo_lumo_gap_ev": [5.56, 7.34], "multiplicity": 3, "e_tot_ha": -707.64841}

---

Record 6
{"formula": "C8H9BF2O2", "method": "wB97M-V/def2-TZVPD", "species": ["C", "C", "C", "F", "C", "C", "C", "C", "C", "F", "B", "O", "O", "H", "H", "H", "H", "H", "H", "H", "H", "H"], "xyz": [[-2.603, -1.440, -0.206], [-2.233, -0.213, -0.571], [-1.089, 0.417, 0.079], [-0.716, -0.235, 1.277], [-0.722, 1.716, 0.013], [0.520, 2.228, 0.498], [1.632, 1.759, -0.091], [1.480, 0.705, -1.162], [1.155, -0.580, -0.944], [0.980, -1.334, -2.049], [1.113, -1.317, 0.420], [1.951, -0.693, 1.339], [0.616, -2.545, 0.619], [-3.567, -1.715, -0.430], [-1.895, -2.079, 0.258], [-2.817, 0.444, -1.019], [-1.331, 2.327, -0.622], [0.388, 2.995, 1.129], [2.625, 2.279, 0.187], [1.682, 1.239, -2.175], [1.861, -0.867, 2.220], [0.971, -3.090, 1.230]], "nbo_charge": [-0.33, -0.27, 0.39, -0.36, -0.28, -0.23, -0.16, -0.24, 0.08, -0.34, 1.05, -0.89, -0.88, 0.19, 0.22, 0.20, 0.21, 0.21, 0.23, 0.23, 0.48, 0.49], "molar_mass_g_mol": 185.966, "de_lowest_kj_mol": 0.0, "homo_lumo_gap_ev": 8.80, "e_tot_ha": -685.24290}